DFT (wB97M-V/def2-TZVPD) results for a cluster of 12 separate species, C24H72O24 in total.

```
120
Properties=species:S:1:pos:R:3:forces:R:3
C 9.54966 8.13329 12.97969 2.3 0.7 -1.2
C 9.14073 8.52033 14.38442 -2.5 -1.4 0.5
O 10.21063 9.05755 15.18470 -1.5 -0.1 1.2
O 10.66934 7.21657 12.91470 -0.3 0.1 0.6
H 9.97247 9.07651 12.49839 -1.0 -0.7 0.3
H 8.73124 7.72591 12.30548 0.8 0.5 1.3
H 8.68184 7.60328 14.96118 0.8 1.5 -1.1
H 8.27840 9.24804 14.20763 1.1 -0.5 0.6
H 9.81104 9.06075 16.11947 1.2 0.2 -1.7
H 11.44682 7.60130 13.40007 -1.0 -0.3 -0.4
C 13.85937 6.48296 12.72731 0.8 -1.9 0.4
C 14.00588 7.19589 14.05424 0.1 0.1 -0.3
O 12.93787 8.08400 14.29114 -0.9 0.4 1.4
O 13.89483 7.30716 11.59585 0.1 0.4 -0.5
H 12.99463 5.79982 12.61434 0.1 0.8 0.3
H 14.72869 5.77358 12.77049 -0.4 0.4 -0.4
H 14.92251 7.79172 13.98652 0.2 -0.1 0.2
H 14.11718 6.44929 14.84878 -0.1 0.1 0.0
H 12.71233 8.14642 15.26522 0.4 -0.1 -1.1
H 14.78022 7.67491 11.46778 0.0 0.0 0.2
C 9.37047 15.47562 12.94127 0.9 -0.9 -0.1
C 8.78434 16.11759 14.12096 -1.5 2.0 0.3
O 8.02431 15.38369 15.00191 -0.1 -2.3 1.2
O 10.40984 14.56918 13.25062 0.3 -0.9 -1.0
H 9.75038 16.28893 12.35969 0.5 0.7 -0.7
H 8.71668 14.90272 12.29001 -0.6 0.1 0.2
H 8.01372 16.80426 13.78615 0.2 0.6 -0.7
H 9.48744 16.75693 14.66960 0.3 -0.3 -0.3
H 8.49329 14.57035 15.27083 -0.3 0.5 0.1
H 10.77872 14.62936 14.12793 0.1 0.7 0.8
C 10.89746 12.47678 9.57625 -1.5 -1.4 -0.1
C 11.81612 12.07895 8.43580 -0.7 0.6 0.0
O 12.95612 11.37660 8.84883 0.5 1.1 -0.2
O 10.29198 11.29997 10.26641 1.5 1.3 -0.7
H 10.04898 13.03817 9.15784 0.1 -0.3 0.0
H 11.37743 13.17601 10.24505 0.4 -0.1 0.6
H 12.08623 13.02167 7.97041 0.7 0.3 0.0
H 11.24129 11.62143 7.62629 0.0 -0.7 0.2
H 12.80529 10.43585 8.86048 -0.5 -0.9 0.1
H 11.06173 10.77353 10.55898 -0.3 0.1 0.0
C 13.91595 12.72572 17.00679 1.1 -1.2 -0.9
C 13.60855 11.23220 16.91574 -0.8 1.1 0.9
O 12.21743 10.96859 17.06008 -0.7 0.3 -0.3
O 13.46948 13.36744 15.83950 0.0 0.6 0.1
H 14.97989 12.88159 17.10576 0.7 -0.3 -0.2
H 13.57205 13.10153 17.94402 -1.2 0.6 0.6
H 14.05851 10.78579 17.77687 0.6 -0.7 0.3
H 13.90841 10.78663 15.99296 0.8 -0.2 -0.6
H 11.80227 11.31282 16.22354 0.3 -0.3 0.4
H 14.12818 14.04443 15.53589 -0.4 -0.4 0.2
C 7.97821 12.02894 17.35579 0.2 -2.0 1.6
C 6.55517 12.38720 17.24016 -1.3 -2.0 0.1
O 6.08106 12.35211 15.92663 -0.5 0.1 -0.7
O 8.75915 13.05660 16.85987 1.6 0.4 -1.7
H 8.22209 11.01681 16.92156 -0.3 1.0 0.1
H 8.15855 11.93536 18.44369 0.2 -0.1 -0.2
H 6.41537 13.30987 17.75722 -0.3 1.1 0.2
H 5.93213 11.60728 17.75646 0.6 0.7 -0.2
H 6.61122 12.89280 15.33610 0.1 0.3 0.1
H 9.33706 12.66374 16.17818 -0.1 0.5 0.4
C 11.19722 7.85543 9.24363 -0.3 1.2 -0.5
C 10.29139 8.21133 8.01616 0.0 -2.1 0.1
O 10.87284 7.97265 6.69135 -0.4 0.4 1.3
O 12.39443 8.69508 9.26982 -0.5 -0.9 -0.3
H 11.44886 6.77037 9.12376 0.0 0.9 0.6
H 10.60641 8.13700 10.17497 0.6 -1.0 -1.0
H 9.77155 9.15510 8.12739 0.3 0.5 -0.2
H 9.48744 7.42136 8.10096 0.6 0.8 -0.2
H 11.39839 8.73070 6.40616 -0.1 -0.1 0.4
H 12.99613 8.32854 9.93635 -0.3 0.0 0.1
C 15.36602 10.54093 10.30156 2.3 0.2 1.1
C 15.92253 12.01092 10.23278 0.3 -1.6 1.0
O 16.40576 12.33958 11.55491 0.1 0.6 -0.4
O 16.38827 9.74703 11.06127 0.7 -0.6 -1.7
H 15.23926 10.07863 9.34398 -0.3 0.0 -0.6
H 14.55408 10.35993 10.97789 -0.9 0.6 -0.3
H 15.19845 12.75488 9.98971 -1.0 0.2 0.1
H 16.66156 12.13660 9.41523 0.2 -0.5 0.7
H 16.84836 11.60553 12.01439 -0.3 -0.1 -0.9
H 17.04603 9.35857 10.42123 -1.0 0.8 0.9
C 15.63494 15.29851 13.45932 -0.8 -1.5 2.4
C 14.70364 14.71530 12.46454 -0.1 1.0 0.1
O 13.69507 15.61261 12.05869 -1.5 0.1 1.0
O 14.99749 15.41255 14.78980 0.1 -0.2 -0.4
H 15.96981 16.27049 13.23123 0.8 1.0 -0.6
H 16.38785 14.52168 13.64666 0.4 0.7 -0.3
H 14.36140 13.78275 12.86526 -0.5 -0.6 0.0
H 15.28528 14.54206 11.60363 0.6 -0.5 -1.2
H 12.91975 15.54763 12.67082 0.8 0.0 -0.8
H 14.21726 15.97499 14.71908 0.0 0.1 -0.1
C 10.92396 7.97201 19.10870 -0.5 -0.8 -1.0
C 11.56749 7.27792 17.93455 2.5 0.9 0.2
O 12.66962 8.13751 17.44411 -1.4 1.0 0.2
O 10.29578 9.10639 18.55221 -2.1 -0.7 0.3
H 11.73098 8.26020 19.72742 0.6 0.3 1.3
H 10.16238 7.34752 19.63502 0.6 0.6 -0.4
H 10.89091 7.22298 17.13704 -1.2 -0.7 -1.1
H 12.12478 6.37613 18.12743 -0.5 -0.7 0.3
H 12.29138 9.06825 17.45414 0.8 -1.1 -0.5
H 10.88302 9.81943 18.41196 1.2 1.3 -0.1
C 13.23718 11.12401 12.94257 -1.1 1.2 1.1
C 12.14309 12.05594 13.43451 -0.7 1.1 -1.1
O 11.40881 11.66244 14.56746 0.2 0.1 0.5
O 12.61194 10.07552 12.22658 0.5 0.3 -0.2
H 13.76553 10.68562 13.81656 0.2 0.5 -0.6
H 13.82796 11.80249 12.32114 0.5 -0.7 -0.2
H 11.41978 12.20348 12.60875 0.3 -0.3 0.1
H 12.44140 13.06393 13.64001 0.8 0.4 0.2
H 11.05614 10.82717 14.30894 -1.0 -1.4 0.2
H 12.76029 9.36148 12.83985 -0.3 -1.3 0.0
C 11.44954 17.49094 16.18063 1.4 0.7 -0.6
C 11.16753 16.06964 16.58860 -2.7 1.8 0.7
O 11.74956 15.26957 15.63261 -0.5 0.4 -1.0
O 10.72867 18.43010 16.96678 0.3 -0.3 0.0
H 11.20910 17.59905 15.11777 -0.2 0.0 0.0
H 12.58130 17.60563 16.17723 -1.0 0.3 0.5
H 10.04432 15.97668 16.71055 0.9 -0.3 -0.6
H 11.50903 15.90122 17.58328 0.8 -0.3 0.8
H 12.07499 14.50522 16.07125 1.0 -1.6 0.2
H 10.90850 19.33582 16.67890 0.1 -0.4 0.0
```
Positions in Å, forces in eV/Å.

Calculated values
highest occupied orbital energy: -0.356 Ha
LUMO level: 0.3 eV
max |F|: 0.0643 hartree/bohr
total energy: -75189.22889 eV
relative energy (zero: lowest compared OMol25 entry of this formula, charge and spin): 202.00 kJ/mol
SMILES: OCCO.OCCO.OCCO.OCCO.OCCO.OCCO.OCCO.OCCO.OCCO.OCCO.OCCO.OCCO